# 1
Here is an isolated molecule of C18H17ClFNO5 from the OMol25 dataset. Energies are from ωB97M-V/def2-TZVPD.

* SMILES: COc1ccc(C(=O)NCC(=O)OCc2ccc(F)cc2Cl)cc1OC
* maximum force: 0.533 eV/A
* LUMO: 0.66 eV
* ΔE to the lowest compared entry with this formula, charge and spin: 0.0 kcal/mol
* highest occupied orbital energy: -8.2 eV

Element x y z (Å)
C (3.707, -3.181, -5.456)
H (4.405, -2.493, -4.966)
H (4.269, -3.973, -5.947)
H (3.123, -2.635, -6.204)
O (2.878, -3.829, -4.523)
C (2.055, -3.075, -3.752)
C (1.953, -1.694, -3.803)
C (1.085, -1.010, -2.965)
C (0.297, -1.707, -2.063)
C (0.378, -3.102, -2.019)
C (1.244, -3.794, -2.841)
O (1.396, -5.144, -2.860)
C (0.602, -5.912, -1.987)
H (0.877, -6.948, -2.178)
H (0.806, -5.669, -0.940)
H (-0.465, -5.776, -2.189)
H (-0.265, -3.610, -1.319)
C (-0.672, -1.064, -1.141)
O (-1.619, -1.658, -0.660)
N (-0.454, 0.259, -0.889)
H (0.459, 0.650, -1.072)
C (-1.225, 0.946, 0.113)
C (-0.313, 1.605, 1.129)
O (0.886, 1.652, 1.029)
O (-1.010, 2.148, 2.122)
C (-0.259, 2.805, 3.151)
C (-1.196, 3.660, 3.952)
C (-1.114, 5.046, 3.905)
C (-1.979, 5.844, 4.631)
C (-2.946, 5.231, 5.408)
C (-3.066, 3.855, 5.478)
C (-2.184, 3.077, 4.745)
Cl (-2.325, 1.364, 4.826)
H (-3.830, 3.405, 6.091)
F (-3.797, 5.990, 6.119)
H (-1.915, 6.919, 4.599)
H (-0.356, 5.508, 3.291)
H (0.208, 2.039, 3.782)
H (0.532, 3.404, 2.688)
H (-1.861, 1.719, -0.335)
H (-1.876, 0.214, 0.605)
H (1.016, 0.063, -3.053)
H (2.551, -1.130, -4.502)



# 2
Here is an isolated molecule of C18H17FN2O2 in a non-equilibrium geometry from the OMol25 dataset. Energies are from ωB97M-V/def2-TZVPD.

* SMILES: CN(C)COc1ccc(-c2cc(-c3ccc(F)cc3)on2)cc1
* maximum force: 2.889 eV/A
* LUMO: 0.33 eV
* ΔE to the lowest compared entry with this formula, charge and spin: 58.4 kcal/mol
* highest occupied orbital energy: -8.6 eV

Element x y z (Å)
F (9.108, -1.299, -1.214)
N (2.127, 1.985, 0.007)
O (3.526, 1.884, -0.137)
O (-3.926, -0.240, 0.878)
C (1.593, 0.795, -0.069)
C (2.678, -0.159, -0.251)
C (3.844, 0.561, -0.328)
C (7.622, 0.447, -0.580)
C (6.786, -1.659, -1.247)
C (-2.085, 1.361, 0.774)
C (-1.760, -0.946, 0.299)
C (6.301, 0.865, -0.280)
C (5.475, -1.240, -1.069)
C (-0.752, 1.607, 0.471)
C (-0.389, -0.714, -0.004)
C (7.844, -0.840, -1.039)
C (-2.620, 0.074, 0.699)
C (5.206, 0.046, -0.561)
C (0.138, 0.566, 0.090)
N (-6.231, 0.080, 0.262)
C (-6.789, 0.457, 1.599)
C (-6.571, -1.301, -0.188)
C (-4.820, 0.510, 0.015)
H (2.559, -1.205, -0.350)
H (8.466, 1.133, -0.457)
H (6.928, -2.658, -1.579)
H (-2.714, 2.194, 1.038)
H (-2.138, -1.981, 0.218)
H (6.175, 1.871, 0.155)
H (4.671, -1.932, -1.278)
H (-0.401, 2.627, 0.529)
H (0.233, -1.531, -0.360)
H (-7.859, 0.333, 1.599)
H (-6.589, 1.535, 1.804)
H (-6.314, -0.190, 2.362)
H (-5.967, -2.087, 0.259)
H (-6.391, -1.381, -1.280)
H (-7.622, -1.521, 0.005)
H (-4.735, 1.551, 0.274)
H (-4.605, 0.402, -1.063)